Record 1
Computed, not measured: a molecular structure, C53H45AsBiCl3N3OPS, with ωB97M-V with the def2-TZVPD basis set.

Values from the calculation:
LUMO level: -5.7 eV
Gap between HOMO and LUMO: 6.78 eV
Energy relative to the best compared isomer or geometry (same formula, charge and spin): 0.000 eV
Total charge: +2

Positions of all 109 atoms, in Å:
Bi 0.07986 0.73193 -1.06346
C 1.82582 4.88967 -0.00578
C 2.57696 4.60413 1.12557
C 2.58569 3.31897 1.63852
C 1.83768 2.32727 1.01671
N 1.12496 2.62218 -0.08862
C 1.11579 3.86251 -0.59055
C 1.76017 0.92425 1.49660
C 2.40404 0.51669 2.66114
C 2.28502 -0.78863 3.10813
C 1.52581 -1.70603 2.39724
C 0.88922 -1.32109 1.22370
C 1.00084 -0.01232 0.77873
H 1.80157 5.87937 -0.43797
H 3.16073 5.37885 1.60376
H 3.17448 3.09578 2.51431
H 0.53331 4.01804 -1.49088
H 2.99849 1.20978 3.23844
H 2.79171 -1.09138 4.01408
H 1.44192 -2.72351 2.75208
H 0.30921 -2.04511 0.66606
C -2.42097 3.18382 -0.43043
C -3.11786 3.01625 -1.77514
As -3.03605 4.65469 -2.92376
C -1.11512 4.54374 -3.31104
C -0.29381 5.67149 -3.29694
C 1.02048 5.60200 -3.74437
C 1.53256 4.40891 -4.23497
C 0.71455 3.28865 -4.29240
C -0.59510 3.35935 -3.83567
C -3.11611 5.97350 -1.48047
C -4.34462 6.61418 -1.33832
C -4.55752 7.52371 -0.31061
C -3.53712 7.81277 0.58080
C -2.30400 7.18864 0.44388
C -2.09557 6.27395 -0.57732
P -1.98468 1.62027 0.38135
C -1.45575 1.97253 2.05351
C -1.18061 3.28515 2.44196
C -0.72709 3.54096 3.72555
C -0.55052 2.49594 4.62296
C -0.82771 1.18986 4.24003
C -1.27221 0.92260 2.95666
C -3.36385 0.47019 0.40136
C -3.62015 -0.28330 -0.74667
C -4.71755 -1.12650 -0.79227
C -5.55913 -1.22276 0.30844
C -5.30826 -0.47593 1.45015
C -4.21513 0.37449 1.50204
H -3.04132 3.77470 0.24677
H -1.47553 3.72348 -0.54930
H -4.16802 2.76181 -1.62980
H -2.68303 2.21203 -2.37553
H -0.68557 6.62405 -2.96512
H 1.63526 6.49262 -3.73682
H 2.54824 4.36329 -4.60402
H 1.08827 2.36659 -4.72047
H -1.23284 2.48864 -3.95267
H -5.14401 6.41045 -2.04168
H -5.51652 8.01436 -0.21650
H -3.69558 8.53206 1.37268
H -1.49984 7.42595 1.12883
H -1.12272 5.80670 -0.67299
H -1.33343 4.11144 1.75907
H -0.52611 4.55892 4.03000
H -0.20685 2.70175 5.62766
H -0.69981 0.37750 4.94206
H -1.47999 -0.09874 2.66186
H -2.96375 -0.20823 -1.60617
H -4.92196 -1.70623 -1.68333
H -6.41764 -1.87940 0.27559
H -5.96787 -0.55305 2.30286
H -4.03412 0.96397 2.39075
Cl -3.58482 -3.04306 3.68643
C -3.02052 -3.83411 2.25509
C -1.67027 -4.09691 2.10072
C -1.24164 -4.72970 0.94542
C -2.12272 -5.10968 -0.06366
C -1.56984 -5.75226 -1.31747
C -1.77509 -4.86596 -2.55651
N -1.00968 -3.62837 -2.45055
C 0.16757 -3.33625 -3.09095
C 0.50063 -2.07317 -2.71018
N -0.46395 -1.59067 -1.85095
C -1.34993 -2.56166 -1.71545
O -2.16832 -7.00521 -1.54305
C -1.24868 -8.06307 -1.83557
C -0.38730 -7.79587 -3.03540
C -0.85227 -7.73337 -4.31808
Cl -2.47092 -7.97086 -4.81967
S 0.36680 -7.32254 -5.45120
C 1.54296 -7.23796 -4.20896
C 1.00862 -7.51478 -2.98867
C -3.47763 -4.84370 0.13567
Cl -4.67297 -5.29505 -1.03503
C -3.93188 -4.21451 1.28526
H -0.97908 -3.83372 2.88774
H -0.18757 -4.95142 0.82433
H -0.48720 -5.85953 -1.17355
H -2.82494 -4.61919 -2.69432
H -1.43227 -5.39919 -3.43867
H 0.64500 -4.04567 -3.74563
H 1.35378 -1.48710 -3.00858
H -2.23320 -2.53598 -1.10037
H -1.87535 -8.93998 -1.98687
H -0.61001 -8.24073 -0.96373
H 2.57154 -7.02915 -4.44991
H 1.59090 -7.54421 -2.07858
H -4.98902 -4.04400 1.42536

Atomic forces in eV per Å
Bi -0.075 0.101 -0.563
C -0.041 -0.025 -0.019
C 0.003 -0.027 0.026
C 0.010 0.044 -0.013
C 0.003 0.000 0.001
N 0.031 -0.066 0.367
C 0.134 0.024 -0.048
C -0.100 0.016 -0.055
C -0.032 0.009 0.006
C -0.019 -0.048 0.002
C 0.014 0.028 -0.026
C 0.041 0.028 0.056
C 0.209 -0.014 0.083
H -0.009 0.010 -0.025
H 0.007 0.013 0.012
H 0.002 -0.007 0.007
H 0.039 -0.004 -0.030
H 0.013 0.017 0.007
H 0.003 -0.003 0.014
H -0.006 -0.057 0.003
H -0.024 -0.024 -0.025
C -0.049 -0.031 -0.080
C -0.012 0.017 -0.026
As -0.041 -0.095 0.081
C -0.035 0.122 -0.045
C -0.016 0.018 -0.021
C -0.037 0.014 -0.007
C -0.005 0.004 0.032
C 0.047 -0.015 0.077
C -0.080 -0.058 -0.006
C 0.033 -0.025 -0.062
C -0.005 -0.009 -0.031
C 0.007 0.014 0.019
C -0.020 0.004 0.004
C 0.036 -0.023 -0.008
C -0.025 0.061 -0.045
P -0.036 -0.094 0.012
C -0.001 -0.007 0.025
C -0.020 -0.015 -0.057
C 0.025 -0.022 0.054
C -0.008 0.041 -0.029
C 0.005 -0.044 -0.035
C 0.013 0.005 0.006
C -0.006 0.010 -0.091
C -0.010 0.024 0.076
C 0.000 -0.007 -0.040
C 0.008 0.015 0.015
C 0.000 -0.013 0.001
C 0.026 0.064 -0.020
H 0.030 -0.028 0.040
H -0.094 -0.075 0.065
H 0.002 0.009 -0.020
H 0.019 0.017 0.013
H -0.019 0.029 0.068
H 0.010 0.007 0.003
H 0.009 -0.005 0.004
H -0.006 -0.002 -0.002
H 0.014 -0.008 0.025
H 0.001 -0.001 -0.002
H -0.013 0.009 -0.002
H -0.004 0.004 0.011
H 0.016 0.007 0.010
H 0.050 0.036 -0.034
H 0.013 0.021 -0.015
H 0.003 0.016 0.008
H 0.002 0.001 0.014
H 0.006 -0.014 0.015
H -0.028 -0.023 0.000
H -0.009 -0.008 -0.046
H 0.006 -0.006 -0.004
H -0.022 -0.024 -0.025
H -0.006 0.005 0.027
H 0.026 -0.002 0.031
Cl -0.005 0.052 0.021
C 0.009 -0.027 -0.056
C -0.008 0.015 0.006
C -0.014 -0.020 -0.016
C 0.035 -0.013 0.024
C -0.015 -0.017 0.019
C 0.030 -0.065 -0.020
N -0.053 0.107 -0.060
C 0.046 0.013 0.072
C 0.003 -0.083 -0.084
N 0.027 0.044 0.257
C -0.066 -0.010 0.022
O -0.013 0.045 -0.049
C 0.047 -0.042 0.051
C -0.097 0.014 -0.016
C 0.040 0.028 -0.001
Cl -0.007 -0.006 -0.004
S -0.018 -0.026 0.039
C -0.045 -0.016 0.008
C 0.035 0.054 -0.027
C -0.002 -0.029 0.051
Cl -0.063 0.025 0.009
C 0.008 0.003 -0.001
H 0.049 0.025 0.014
H 0.016 -0.003 -0.002
H -0.013 -0.029 -0.006
H 0.022 -0.046 0.010
H 0.034 0.002 -0.022
H 0.009 0.009 -0.018
H 0.031 0.013 -0.010
H -0.040 0.036 0.024
H -0.004 0.015 -0.005
H -0.019 -0.019 -0.011
H 0.037 0.006 -0.022
H 0.014 -0.006 0.030
H -0.015 0.015 0.005

Atom charges from the Mulliken analysis, given in e for atoms 1 to 4: atom 1 (Bi): 1.52, atom 2 (C): -0.86, atom 3 (C): -1.10, atom 4 (C): -0.62

---

Record 2
Computed, not measured: a molecular structure, C53H45Cl2IrN3OP2S2, with ωB97M-V with the def2-TZVPD basis set.

Values from the calculation:
LUMO level (alpha / beta): -7.1 / -10.1 eV
Gap between HOMO and LUMO (alpha / beta): 7.53 / 4.97 eV
2S+1: 5
Energy relative to the best compared isomer or geometry (same formula, charge and spin): 0.070 eV
Total charge: +3

Positions of all 109 atoms, in Å:
Ir -0.01824 -0.04853 -0.74630
O -1.27520 0.18618 1.38920
S 0.15346 -0.14523 1.87404
C -0.07489 -1.32769 3.13091
C -0.04781 -0.97376 4.46604
C -0.20962 -1.92346 5.48488
C -0.38282 -3.23222 5.12414
C -0.56591 -4.46950 5.96641
C -0.69977 -5.63149 4.94716
C -0.65921 -4.96163 3.59683
C -0.79210 -5.46767 2.33527
C -0.72664 -4.57435 1.25523
C -0.51330 -3.20865 1.38521
P -0.68216 -2.36221 -0.21483
C 0.21273 -3.39406 -1.39471
C 1.60716 -3.41218 -1.30058
C 2.35154 -4.23120 -2.13336
C 1.70779 -5.03783 -3.06618
C 0.32237 -5.02977 -3.15757
C -0.42926 -4.20980 -2.32731
C -2.43970 -2.35800 -0.60239
C -2.87673 -2.14212 -1.91501
C -4.23286 -2.11441 -2.19872
C -5.16024 -2.27768 -1.17455
C -4.73097 -2.46800 0.13072
C -3.37546 -2.50832 0.42043
C -0.32464 -2.66640 2.69489
C -0.44151 -3.57918 3.75634
C 0.89394 1.27844 2.56438
C 1.96366 1.09904 3.42335
C 2.49315 2.15689 4.17789
C 1.87423 3.37789 4.08923
C 2.11664 4.66852 4.83381
C 1.03898 5.64923 4.29456
C 0.29980 4.86568 3.23662
C -0.74243 5.19849 2.41991
C -1.14831 4.26124 1.44907
C -0.59456 2.99929 1.31669
P -0.86943 2.22081 -0.29207
C -2.63798 2.27361 -0.59726
C -3.12425 2.65405 -1.85093
C -4.49210 2.68206 -2.08202
C -5.37574 2.33117 -1.06761
C -4.89442 1.95381 0.17955
C -3.52947 1.92357 0.41964
C -0.08342 3.29011 -1.53507
C -0.55699 4.58523 -1.77227
C 0.07486 5.40246 -2.69298
C 1.18533 4.94306 -3.39361
C 1.65691 3.65897 -3.17586
C 1.02557 2.83906 -2.24945
C 0.34934 2.56766 2.29399
C 0.82505 3.55862 3.16692
H 0.09979 0.06060 4.74390
H -0.18975 -1.60910 6.51982
H -1.45432 -4.37353 6.59176
H 0.27568 -4.60772 6.64514
H -1.61927 -6.20011 5.08195
H 0.12051 -6.34488 5.03720
H -0.96091 -6.52060 2.15162
H -0.86860 -4.98893 0.26410
H 2.11470 -2.81509 -0.55057
H 3.42975 -4.25796 -2.04321
H 2.28657 -5.68668 -3.71115
H -0.17921 -5.68036 -3.86196
H -1.50842 -4.23614 -2.39146
H -2.15791 -2.03738 -2.71466
H -4.57084 -1.98503 -3.21889
H -6.21902 -2.26863 -1.39800
H -5.45336 -2.59822 0.92556
H -3.04933 -2.66136 1.44143
H 2.37575 0.10517 3.55832
H 3.32231 1.97899 4.84950
H 3.12750 5.03172 4.64570
H 2.03792 4.51862 5.91067
H 1.48074 6.55247 3.87404
H 0.35615 5.97593 5.07918
H -1.22035 6.16831 2.46347
H -1.91700 4.56985 0.75006
H -2.44014 2.96755 -2.62898
H -4.87223 3.00523 -3.04300
H -6.44286 2.37461 -1.24380
H -5.58532 1.69221 0.96978
H -3.15545 1.63358 1.39276
H -1.43537 4.95940 -1.26272
H -0.30281 6.40100 -2.86851
H 1.67880 5.58945 -4.10726
H 2.51902 3.29809 -3.72230
H 1.41564 1.84084 -2.08933
C 2.32522 -2.46434 -5.80113
C 2.45246 -1.28591 -4.83471
C 1.13631 -0.77196 -4.35166
N 0.84001 -0.53056 -3.12590
N -0.44161 -0.05298 -2.94281
C -1.12447 0.05150 -4.06489
N -2.39440 0.44625 -4.14910
S -0.19100 -0.43175 -5.43342
H 3.31110 -2.76314 -6.15142
H 1.73544 -2.20387 -6.68177
H 1.85709 -3.31986 -5.31497
H 2.98610 -0.46509 -5.31979
H 3.01899 -1.56965 -3.94682
H -2.92222 0.63663 -3.30991
H -2.87929 0.45503 -5.03036
Cl 3.48642 2.75243 0.33969
C 3.88734 1.29065 -0.51704
Cl 2.66522 -0.02009 -0.22133
H 4.81248 0.88630 -0.12282
H 3.93389 1.46443 -1.58499

Atomic forces in eV per Å
Ir -0.304 -0.153 0.321
O 0.584 -0.118 0.142
S -0.594 0.112 -0.270
C 0.097 -0.102 -0.010
C -0.041 -0.094 0.094
C 0.007 0.118 0.033
C -0.007 -0.176 0.026
C 0.003 0.030 -0.101
C 0.033 0.118 -0.052
C 0.011 -0.039 0.196
C -0.026 -0.063 -0.131
C 0.009 -0.119 0.045
C 0.159 0.173 0.010
P -0.075 0.045 -0.116
C -0.014 0.013 -0.043
C 0.039 -0.029 0.019
C -0.046 0.014 0.017
C 0.000 0.016 0.016
C -0.005 -0.003 0.000
C 0.023 0.018 -0.022
C -0.011 0.037 -0.034
C -0.082 0.002 0.054
C 0.020 0.012 0.067
C 0.010 0.013 -0.053
C 0.023 0.008 0.035
C -0.019 0.046 0.035
C -0.053 0.033 0.040
C -0.026 -0.037 0.059
C -0.070 0.102 -0.009
C 0.035 0.023 0.033
C 0.020 -0.081 -0.017
C 0.016 0.152 0.076
C -0.087 -0.052 -0.094
C 0.010 -0.113 -0.063
C 0.116 0.057 0.146
C -0.109 0.020 -0.110
C 0.003 0.126 0.029
C -0.007 -0.082 0.043
P 0.244 -0.017 -0.179
C -0.025 -0.030 -0.036
C -0.068 0.013 -0.003
C -0.012 -0.020 0.015
C -0.010 0.016 -0.012
C 0.044 -0.017 -0.016
C -0.044 -0.052 0.016
C 0.022 0.036 -0.014
C -0.007 -0.027 -0.027
C 0.031 0.004 -0.034
C -0.029 0.051 0.019
C -0.034 -0.033 0.063
C 0.017 0.038 0.009
C 0.111 -0.026 0.060
C 0.006 0.040 0.022
H 0.008 -0.009 -0.027
H 0.001 -0.005 -0.012
H -0.014 0.010 -0.003
H 0.017 0.003 -0.005
H -0.026 0.016 -0.011
H 0.011 0.005 -0.003
H 0.002 0.017 -0.007
H 0.008 -0.007 0.012
H -0.011 0.024 -0.022
H -0.012 0.005 -0.001
H -0.003 0.001 0.020
H 0.005 0.014 -0.005
H 0.002 -0.015 0.013
H 0.031 0.021 -0.047
H 0.008 -0.006 0.003
H 0.010 0.007 -0.003
H 0.009 -0.002 -0.008
H -0.012 -0.022 -0.013
H -0.024 0.017 0.018
H 0.003 -0.005 -0.022
H 0.013 0.005 -0.012
H -0.013 -0.008 0.003
H 0.006 0.002 -0.017
H -0.013 -0.021 0.010
H -0.008 -0.018 -0.007
H 0.017 -0.014 0.031
H -0.014 -0.032 -0.030
H 0.011 0.005 0.009
H 0.017 -0.015 -0.004
H 0.007 0.013 0.005
H -0.029 0.032 -0.015
H 0.042 -0.013 0.003
H 0.012 -0.006 -0.001
H -0.013 -0.008 -0.003
H -0.007 -0.002 0.003
H -0.002 -0.023 0.007
C -0.025 0.032 0.004
C -0.025 -0.036 0.003
C 0.012 -0.045 -0.052
N -0.111 0.078 0.113
N 0.098 -0.035 -0.250
C 0.140 -0.031 0.156
N -0.109 -0.010 0.023
S 0.045 -0.037 -0.142
H 0.000 -0.007 0.015
H 0.015 0.008 -0.001
H -0.017 0.012 -0.008
H 0.001 0.024 0.002
H 0.024 0.022 0.002
H 0.014 0.041 0.011
H 0.013 0.027 0.001
Cl -0.104 0.087 0.005
C -0.032 0.045 0.122
Cl 0.170 -0.086 -0.066
H 0.019 -0.060 -0.074
H -0.058 0.001 -0.017

Atom charges from the Mulliken analysis, given in e for atoms 1 to 4: atom 1 (Ir): 1.46, atom 2 (O): -0.31, atom 3 (S): 1.61, atom 4 (C): 0.39

---

no.,DFT total energy (hartree),molar mass (u)
1,-6856.2139,1193.265
2,-4789.0364,1129.168